Molecular formula: C43H34I2N5NaO
Method: DFT, ωB97M-V with the def2-TZVPD basis set

CARTESIAN COORDINATES (ANGSTROEM)
Na: 0.01736 -0.84038 0.51754
C: 1.55343 -3.50441 1.77135
C: 0.48781 -3.79725 2.82859
C: -0.25261 -2.63659 3.44985
C: -0.64644 -2.69804 4.78711
C: -1.39971 -1.66613 5.31626
C: -1.75544 -0.60535 4.49801
C: -1.31625 -0.62553 3.18427
N: -0.57148 -1.60489 2.68009
N: 1.10216 -3.03196 0.46801
C: 2.26439 -2.79349 -0.36697
C: 2.05653 -1.86265 -1.54024
C: 2.66928 -2.12215 -2.75966
C: 2.56708 -1.18212 -3.76997
C: 1.85399 -0.01947 -3.53517
C: 1.25835 0.14525 -2.29131
N: 1.36727 -0.74798 -1.31579
C: 0.10741 -3.86807 -0.21347
C: -0.93256 -3.08405 -1.00369
C: -1.15150 -3.39698 -2.33765
C: -2.38608 -2.91726 -2.88952
C: -3.15387 -2.04449 -2.21480
C: -2.61176 -1.39463 -0.95873
N: -1.62831 -2.24052 -0.26180
H: 2.15224 -4.43184 1.66158
H: 2.22252 -2.73394 2.16437
H: 0.99165 -4.34118 3.63354
H: -0.26543 -4.48533 2.43576
H: -0.35846 -3.54652 5.39633
H: -1.70569 -1.68818 6.35584
H: -2.34058 0.22771 4.86256
H: -1.56582 0.18517 2.50810
H: 2.67698 -3.74668 -0.74847
H: 3.02611 -2.32213 0.26167
H: 3.20458 -3.05217 -2.90913
H: 3.02855 -1.36108 -4.73447
H: 1.72870 0.73714 -4.29708
H: 0.66186 1.02267 -2.06857
H: -0.45908 -4.41538 0.53842
H: 0.60906 -4.60698 -0.85947
H: -0.53631 -4.12438 -2.85227
H: -2.73587 -3.31520 -3.83995
H: -4.11568 -1.71282 -2.58950
H: -3.43675 -1.23784 -0.25125
I: -0.06014 3.30458 2.38719
C: 1.56821 2.23740 3.12079
C: 2.31584 2.75534 4.17027
C: 3.44195 2.11640 4.63743
I: 4.46835 2.96788 6.25062
C: 3.87418 0.91178 4.03518
C: 5.03367 0.19797 4.41577
C: 5.37447 -0.95710 3.77280
C: 4.54450 -1.41670 2.73490
N: 3.46578 -0.78281 2.35240
C: 3.11025 0.36718 2.96446
C: 1.88214 1.01904 2.46005
O: 1.20390 0.52011 1.54431
H: 1.99927 3.68502 4.62556
H: 5.64717 0.58306 5.22048
H: 6.26244 -1.51245 4.04914
H: 4.78466 -2.33910 2.21064
C: -2.12936 -0.01003 -1.29057
C: -2.20420 1.10229 -1.79348
C: -2.29614 2.39809 -2.34968
C: -2.19387 2.50980 -3.79409
C: -2.70556 3.59415 -4.54243
C: -2.62454 3.63823 -5.92510
C: -2.05312 2.59797 -6.64785
C: -1.59433 1.49043 -5.93757
C: -1.66753 1.44452 -4.55943
C: -2.53128 3.50662 -1.45921
C: -2.31871 4.86871 -1.79099
C: -2.57021 5.89511 -0.89698
C: -3.05401 5.64817 0.38200
C: -3.24602 4.31550 0.74483
C: -2.98164 3.28300 -0.13099
H: -3.20804 4.40012 -4.02649
H: -3.03611 4.49649 -6.44795
H: -1.99481 2.63335 -7.72944
H: -1.17881 0.63931 -6.46895
H: -1.35507 0.55177 -4.03948
H: -1.89808 5.12115 -2.75374
H: -2.37084 6.91634 -1.20949
H: -3.25618 6.45571 1.07470
H: -3.60399 4.07547 1.74173
H: -3.12587 2.25826 0.18836

Forces on the atoms, in the same order (eV/Å):
-0.424 0.013 -0.055
-0.009 0.007 0.062
-0.004 -0.015 0.019
0.028 -0.041 -0.042
0.017 -0.006 0.001
-0.019 0.013 0.043
0.011 0.001 -0.025
0.047 0.005 0.130
-0.060 -0.004 0.179
-0.017 -0.027 -0.063
0.031 0.027 0.018
0.067 -0.031 0.025
-0.006 -0.041 0.016
-0.003 0.029 -0.051
-0.059 0.016 0.011
-0.021 0.021 -0.094
0.207 -0.095 -0.323
0.023 0.046 -0.019
0.022 0.034 0.088
-0.013 -0.012 -0.038
0.028 -0.072 -0.058
-0.025 0.022 0.052
0.048 -0.001 -0.039
-0.276 -0.190 -0.267
-0.023 -0.038 -0.006
-0.064 -0.082 -0.041
-0.009 -0.006 -0.004
0.001 -0.008 -0.009
0.005 0.007 0.003
0.001 0.000 -0.002
-0.015 -0.006 0.006
0.044 0.065 0.005
0.036 -0.003 0.033
0.000 0.015 0.001
-0.011 0.008 0.003
-0.005 0.003 0.002
-0.020 0.013 -0.016
-0.047 0.011 -0.022
0.018 -0.045 -0.010
-0.007 0.006 -0.024
-0.005 -0.013 0.005
-0.001 0.002 0.003
-0.001 0.005 -0.008
-0.027 0.027 0.008
-0.159 -0.023 -0.051
0.079 0.076 -0.010
0.001 -0.020 -0.005
-0.047 -0.070 -0.088
0.046 0.036 0.053
0.076 0.016 0.049
-0.016 0.040 0.029
-0.018 -0.051 -0.063
0.079 0.078 0.098
0.017 0.047 -0.023
-0.071 -0.080 -0.043
0.038 -0.014 0.135
0.456 0.506 0.399
0.001 0.003 -0.003
0.000 -0.010 0.002
-0.004 0.000 0.006
-0.013 -0.016 -0.012
-0.046 -0.122 -0.223
-0.071 -0.011 0.221
0.258 0.080 -0.241
-0.153 -0.056 0.307
0.049 0.134 -0.071
-0.008 -0.027 0.035
-0.008 0.018 -0.083
0.025 -0.004 0.036
-0.015 -0.073 -0.146
-0.185 0.055 0.119
0.087 -0.061 0.026
0.001 0.080 -0.006
0.002 -0.053 -0.030
0.027 0.015 0.112
-0.018 -0.035 -0.094
-0.023 -0.031 -0.077
-0.004 0.006 0.000
0.007 0.006 -0.005
-0.004 0.011 0.009
0.114 -0.125 0.079
0.028 0.011 0.039
0.004 -0.005 0.007
0.003 0.003 0.006
0.007 0.000 0.004
-0.004 0.002 0.007

- E_tot: -2765.71000 Eh
- F_max: 0.790 eV/A
- Kohn-Sham gap: 3.55 eV
- Net charge: -2
- Relative energy (zero: lowest compared OMol25 entry of this formula, charge and spin): 46.41 kJ/mol
- LUMO energy: 3.3 eV

Molecular formula: C43H34N5O6P2W
Method: DFT, ωB97M-V with the def2-TZVPD basis set

CARTESIAN COORDINATES (ANGSTROEM)
W: 0.54686 2.08329 1.87431
O: 0.16609 5.36220 -0.66724
C: 0.60577 4.39384 -0.02676
N: -0.14686 3.79463 0.94936
C: -1.46192 4.16685 1.36395
C: -2.19463 5.28352 0.94084
C: -3.54913 5.50944 1.34719
C: -4.02265 4.75852 2.39719
C: -3.28675 3.65691 2.86484
C: -2.08615 3.31162 2.27625
N: -1.37428 2.10463 2.56871
C: -1.94133 1.05540 3.18150
O: -3.11683 0.95031 3.49122
C: -0.94686 -0.03383 3.46313
C: -1.32678 -1.10628 4.27848
C: -0.36412 -2.11626 4.42011
C: 0.90998 -1.96766 3.83341
C: 1.23590 -0.78484 3.14490
N: 0.31377 0.15204 3.01434
C: 2.03047 3.84127 -0.10637
C: 3.07428 4.43976 -0.80922
C: 4.24003 3.72555 -0.98831
C: 4.39495 2.51959 -0.37367
C: 3.39496 2.11196 0.53002
N: 2.22449 2.71260 0.56103
H: -1.73778 6.01650 0.29859
H: -3.98978 6.37036 0.85832
H: -4.96594 4.97063 2.82198
H: -3.60395 3.03811 3.70775
H: -2.32042 -1.17834 4.70271
H: -0.62087 -2.95055 4.98561
H: 1.64211 -2.75913 4.05376
H: 2.22887 -0.72626 2.87139
H: 2.93968 5.40806 -1.24158
H: 5.07589 4.13030 -1.61702
H: 5.24077 1.84322 -0.56293
H: 3.65034 1.26881 1.13111
O: 0.13959 0.78123 0.23757
P: -0.69232 -0.09666 -0.62444
C: -0.39212 -1.85609 -0.24829
P: 1.35369 -2.41578 -0.46383
O: 2.26404 -1.70044 0.44018
C: 1.89704 -2.53496 -2.17657
C: 3.28333 -2.29681 -2.23496
C: 3.92185 -2.49558 -3.47551
C: 3.18942 -2.81483 -4.60200
C: 1.85532 -3.07561 -4.50634
C: 1.17617 -2.88702 -3.29031
C: 1.08742 -4.12115 -0.04523
C: 1.20083 -4.49818 1.33452
C: 0.90978 -5.81452 1.74471
C: 0.46615 -6.75039 0.82982
C: 0.24360 -6.36672 -0.50606
C: 0.62816 -5.13971 -0.93680
C: -0.40271 0.09398 -2.35395
C: 0.86659 0.58833 -2.72848
C: 1.11039 0.82631 -4.08369
C: 0.23494 0.32194 -5.06811
C: -0.99781 -0.21416 -4.65145
C: -1.31178 -0.28989 -3.32971
C: -2.39965 0.25692 -0.24463
C: -3.05579 1.39560 -0.70832
C: -4.38772 1.68128 -0.41446
C: -5.11099 0.80225 0.42821
C: -4.49644 -0.30278 0.92015
C: -3.17906 -0.55693 0.57894
H: -1.06350 -2.47203 -0.87125
H: -0.65466 -1.99439 0.81014
H: 3.83495 -2.23500 -1.34516
H: 4.97894 -2.33391 -3.64242
H: 3.61295 -3.01246 -5.60001
H: 1.27245 -3.46613 -5.23333
H: 0.14290 -3.09611 -3.20781
H: 1.54078 -3.74719 2.06280
H: 1.02836 -6.15464 2.80855
H: 0.26307 -7.76367 1.13544
H: -0.12064 -7.08988 -1.24120
H: 0.57796 -5.03380 -2.00182
H: 1.56248 0.84274 -1.93398
H: 2.09866 1.34090 -4.30252
H: 0.47939 0.48427 -6.15710
H: -1.66314 -0.63870 -5.42540
H: -2.21849 -0.73791 -2.96745
H: -2.49798 2.16465 -1.27721
H: -4.85431 2.57505 -0.85421
H: -6.14609 1.07582 0.72623
H: -5.07188 -0.98552 1.51353
H: -2.81258 -1.57108 0.89923
O: 2.43879 1.97986 3.07491
N: 2.05748 2.74318 3.97203
O: 0.95399 3.24951 3.69816

Forces on the atoms, in the same order (eV/Å):
0.655 -0.108 0.788
1.790 -1.629 0.336
-1.627 2.335 -0.124
0.413 -1.492 0.519
-0.505 1.020 -0.766
-0.669 -0.044 -0.030
2.759 -0.045 -0.234
0.433 -0.722 -0.304
-0.300 0.081 0.361
0.151 -0.509 0.192
0.716 1.182 -0.831
-0.797 -0.204 0.151
0.482 -0.497 0.241
-0.327 -0.394 1.139
1.225 -0.183 -1.218
0.542 1.954 -1.145
-0.801 -0.164 0.840
-1.886 -2.404 2.170
-0.451 0.875 -0.948
-0.370 1.018 -0.882
-0.974 -0.161 0.119
1.384 0.967 -1.137
-0.286 -1.278 0.912
1.817 -0.171 -1.835
-0.640 -0.395 1.101
0.028 -0.190 -0.252
-0.537 -0.161 0.468
-0.875 0.151 0.480
-0.286 0.433 -0.554
0.080 0.179 -0.143
-0.121 -1.460 0.886
-0.183 0.634 -0.447
1.696 1.010 -1.131
-0.226 0.343 -0.243
-1.027 -0.341 0.598
-0.269 0.625 0.349
-0.649 -0.547 0.449
1.657 1.415 0.953
-1.737 -1.348 0.055
-0.134 0.767 -0.518
-1.198 -1.025 -0.326
0.587 0.664 0.475
0.884 1.238 1.036
-0.409 -1.478 -2.499
0.068 0.924 0.359
0.229 -0.756 -1.139
-0.503 1.030 3.329
1.197 -0.117 -0.577
-0.309 -2.410 1.557
-0.087 0.184 -0.926
0.309 0.080 0.835
-0.511 0.428 -0.617
0.382 -1.567 0.896
0.361 1.605 0.231
1.536 0.658 -0.447
-1.341 0.280 -0.182
1.525 -0.201 -0.048
0.226 1.203 -0.004
0.581 -0.404 -2.098
-0.140 -0.396 1.311
-1.379 -0.379 0.368
0.326 1.622 -0.682
-0.070 -0.453 0.295
-0.782 2.268 -0.696
0.280 -0.271 -0.116
0.760 -2.515 0.185
0.191 0.187 0.217
0.236 -0.218 -0.174
0.706 0.669 1.007
0.114 -0.063 0.512
0.330 0.346 0.758
-1.358 -0.926 -2.773
-0.977 -0.113 -0.096
-0.164 -0.463 -0.476
0.011 0.656 -1.138
-0.078 -0.105 0.101
0.131 0.179 0.354
0.002 0.700 -0.354
0.129 0.164 -0.297
-1.449 -0.825 -0.184
-0.370 -0.402 1.385
0.261 0.438 0.627
-0.590 -0.005 -0.277
-0.318 -0.618 0.119
0.274 -0.471 0.417
0.805 -0.400 -0.381
0.121 -0.308 0.344
-0.070 1.214 -0.180
-0.543 -1.086 -1.106
0.363 1.043 1.418
-0.427 -0.348 -0.708

- E_tot: -3133.91901 Eh
- F_max: 3.748 eV/A
- Kohn-Sham gap (spin up / spin down): 7.21 / 6.87 eV
- <S²>: 2.012
- Net charge: +1
- Relative energy (zero: lowest compared OMol25 entry of this formula, charge and spin): 19.98 kJ/mol
- LUMO energy (spin up / spin down): -2.9 / -3.4 eV
- 2S+1: 3